Record 1
The molecule C13H19NSe, computed with ωB97M-V/def2-TZVPD.

Geometry as ORCA input:
```
! wB97M-V def2-TZVPD RIJCOSX def2/J DEFGRID3
* xyz 0 1
C 4.448 0.105 -0.190
C 3.374 -0.519 0.555
C 4.319 0.833 -1.329
C 2.153 -0.866 -0.065
C 2.135 0.170 -1.854
C 1.000 -1.530 0.388
C -0.057 -1.655 -0.781
C -0.689 -0.393 -1.377
C -2.070 -0.784 -2.095
C -3.106 1.074 2.855
C -0.866 0.880 -0.534
C -2.059 1.545 1.719
C -1.846 0.502 0.676
N 3.170 0.917 -2.065
Se 0.548 0.309 -2.909
H 5.442 0.051 0.279
H 3.455 -0.805 1.669
H 5.224 1.218 -1.705
H 1.158 -2.607 0.675
H 0.641 -1.150 1.409
H 0.531 -1.966 -1.587
H -0.820 -2.448 -0.446
H -2.227 0.126 -2.786
H -2.840 -0.927 -1.283
H -1.973 -1.768 -2.682
H -4.128 0.614 2.491
H -3.200 1.872 3.681
H -2.658 0.206 3.403
H 0.203 1.088 -0.071
H -1.231 1.779 -1.044
H -1.128 1.762 2.283
H -2.398 2.451 1.225
H -1.720 -0.370 1.266
H -2.785 0.286 0.228
*
```

**Gap between HOMO and LUMO**: 8.38 eV
**Energy relative to the best compared isomer or geometry (same formula, charge and spin)**: 0.0 kcal/mol
**Strongest force on any atom**: 7.5 eV/Å

Record 2
A structure of composition C35H67BrCl2IN5O4PRbSi2, computed with ωB97M-V/def2-TZVPD.

Geometry as ORCA input:
```
! wB97M-V def2-TZVPD RIJCOSX def2/J DEFGRID3
* xyz -2 1
Rb -0.255 0.149 0.098
O -3.426 2.506 0.052
Cl -2.464 1.997 1.020
O -2.739 2.531 2.320
O -1.126 2.381 0.591
O -2.549 0.547 1.036
C -0.064 -5.806 -1.606
N -1.084 -4.774 -1.463
C -2.106 -5.022 -0.457
C -0.730 -3.442 -1.643
N -1.307 -2.440 -1.106
N 0.331 -3.274 -2.532
C 1.194 -2.165 -2.647
N 1.900 -2.176 -3.830
N 1.369 -1.353 -1.687
H -0.511 -6.762 -1.347
H 0.801 -5.641 -0.956
H 0.292 -5.895 -2.633
H -2.358 -6.080 -0.471
H -3.015 -4.468 -0.693
H -1.783 -4.743 0.551
H -2.007 -2.692 -0.419
H 0.486 -3.988 -3.217
H 1.361 -2.345 -4.665
H 2.535 -1.370 -3.898
H 2.037 -0.641 -1.999
Cl 3.643 0.475 -3.631
Br -5.786 1.116 -5.015
C -4.622 -0.380 -4.947
C -4.651 -1.249 -6.030
C -3.834 -2.370 -6.043
C -2.990 -2.614 -4.973
C -2.961 -1.740 -3.899
C -3.781 -0.612 -3.870
I -3.639 0.625 -2.198
H -5.316 -1.039 -6.858
H -3.859 -3.045 -6.890
H -2.345 -3.486 -4.971
H -2.295 -1.918 -3.060
C 1.036 0.036 6.376
Si 0.563 -0.126 4.538
C 0.381 1.677 3.986
C 2.163 -0.819 3.785
C -0.864 -1.124 4.199
Si -0.938 -2.818 3.701
C -0.527 -4.082 5.067
C -2.676 -3.286 3.105
C 0.216 -3.391 2.305
H 1.961 0.615 6.520
H 1.183 -0.961 6.811
H 0.233 0.526 6.940
H 1.198 2.309 4.361
H -0.566 2.086 4.361
H 0.332 1.779 2.897
H 3.042 -0.228 4.069
H 2.110 -0.841 2.692
H 2.330 -1.848 4.132
H -1.790 -0.567 4.036
H -1.231 -3.980 5.902
H 0.478 -3.882 5.462
H -0.551 -5.123 4.711
H -3.406 -3.113 3.905
H -2.743 -4.340 2.803
H -2.970 -2.658 2.253
H 1.260 -3.212 2.582
H 0.017 -2.819 1.396
H 0.111 -4.462 2.076
C 5.439 4.184 3.712
C 3.920 4.316 3.618
C 3.435 3.945 2.207
C 4.248 2.774 1.596
C 4.813 1.919 2.734
C 5.866 2.712 3.519
P 3.185 1.732 0.509
C 2.871 2.782 -0.992
C 4.104 3.446 -1.653
C 4.012 4.972 -1.649
C 2.755 5.473 -2.377
C 1.539 4.556 -2.126
C 1.711 3.778 -0.820
C 4.338 0.476 -0.269
C 4.053 -0.928 0.302
C 4.669 -2.003 -0.603
C 6.090 -1.617 -1.079
C 6.685 -0.531 -0.187
C 5.860 0.757 -0.304
H 5.801 4.564 4.670
H 5.892 4.809 2.935
H 3.601 5.331 3.865
H 3.457 3.656 4.357
H 3.526 4.820 1.560
H 2.373 3.687 2.250
H 5.082 3.181 1.015
H 5.243 0.985 2.365
H 3.987 1.634 3.390
H 6.820 2.674 2.983
H 6.031 2.236 4.490
H 2.511 2.024 -1.699
H 4.180 3.085 -2.684
H 5.027 3.140 -1.159
H 4.905 5.396 -2.116
H 4.006 5.333 -0.615
H 2.957 5.531 -3.451
H 2.529 6.491 -2.044
H 1.446 3.832 -2.942
H 0.618 5.142 -2.112
H 0.795 3.251 -0.560
H 1.903 4.482 -0.006
H 3.996 0.456 -1.311
H 2.977 -1.094 0.372
H 4.440 -1.006 1.324
H 4.020 -2.129 -1.473
H 4.684 -2.961 -0.075
H 6.036 -1.235 -2.103
H 6.742 -2.494 -1.099
H 7.725 -0.329 -0.458
H 6.694 -0.878 0.852
H 6.101 1.228 -1.260
H 6.175 1.455 0.475
*
```

**Gap between HOMO and LUMO**: 4.40 eV
**Energy relative to the best compared isomer or geometry (same formula, charge and spin)**: 0.0 kcal/mol
**Strongest force on any atom**: 2.7 eV/Å

Record 3
The molecule C2H3ClNOP, computed with ωB97M-V/def2-TZVPD.

Geometry as ORCA input:
```
! wB97M-V def2-TZVPD RIJCOSX def2/J DEFGRID3
* xyz 0 1
C -0.018 -0.118 -0.113
P 1.375 -0.401 -1.254
O 1.203 -1.585 -2.090
Cl 3.306 -0.589 -0.125
C 1.659 1.179 -2.106
N 1.967 2.037 -2.793
H -0.146 0.874 0.033
H -0.884 -0.570 -0.557
H 0.060 -0.722 0.722
*
```

**Gap between HOMO and LUMO**: 11.01 eV
**Energy relative to the best compared isomer or geometry (same formula, charge and spin)**: 11.1 kcal/mol
**Strongest force on any atom**: 3.3 eV/Å

Record 4
A cluster of 2 separate species, C30H34F2N3 in total, computed with ωB97M-V/def2-TZVPD.

Geometry as ORCA input:
```
! wB97M-V def2-TZVPD RIJCOSX def2/J DEFGRID3
* xyz 1 1
C -3.571 -1.465 -0.372
C -3.106 -1.781 -1.786
C -4.033 -2.750 -2.507
N -1.732 -2.336 -1.744
N -1.511 -3.638 -1.622
N -0.217 -3.759 -1.574
C 0.462 -5.075 -1.467
C 0.129 -5.913 -2.689
C 0.062 -5.751 -0.166
C 0.478 -2.520 -1.644
C 1.932 -2.337 -1.617
C 2.623 -2.194 -0.398
C 3.992 -2.072 -0.382
C 4.709 -2.093 -1.567
C 4.050 -2.241 -2.777
C 2.682 -2.365 -2.810
C -0.551 -1.552 -1.752
C -0.431 -0.196 -1.831
H -4.578 -1.043 -0.355
H -3.583 -2.371 0.234
H -2.896 -0.759 0.115
H -3.048 -0.849 -2.366
H -5.053 -2.369 -2.587
H -3.670 -2.965 -3.514
H -4.077 -3.697 -1.972
H 1.543 -4.876 -1.450
H 0.617 -6.889 -2.676
H -0.945 -6.086 -2.741
H 0.417 -5.399 -3.607
H 0.546 -6.719 -0.027
H 0.304 -5.124 0.693
H -1.013 -5.920 -0.150
H 2.055 -2.181 0.518
H 4.509 -1.952 0.556
H 5.783 -1.993 -1.549
H 4.611 -2.252 -3.697
H 2.158 -2.484 -3.744
H 0.530 0.275 -1.833
H -1.292 0.437 -1.882
C -1.953 8.335 -0.218
C -1.505 6.962 0.115
C -0.986 6.716 1.384
F -0.898 7.728 2.280
C -0.555 5.457 1.728
C -0.597 4.383 0.817
C -0.139 3.064 1.062
C 0.449 2.439 2.189
C 0.762 3.069 3.409
C 1.345 2.385 4.448
F 1.628 3.032 5.604
C 1.650 1.032 4.321
C 2.297 0.342 5.460
C 1.349 0.387 3.127
C 0.763 1.066 2.087
C -1.141 4.656 -0.456
C -1.583 5.912 -0.791
H -2.327 8.395 -1.240
H -2.750 8.653 0.456
H -1.129 9.042 -0.113
H -0.212 5.344 2.732
H -0.251 2.405 0.216
H 0.577 4.106 3.580
H 2.502 -0.703 5.229
H 3.240 0.827 5.714
H 1.660 0.377 6.345
H 1.587 -0.658 3.025
H 0.538 0.548 1.168
H -1.208 3.856 -1.174
H -1.995 6.100 -1.768
*
```

**Gap between HOMO and LUMO**: 2.56 eV
**Strongest force on any atom**: 2.8 eV/Å

Record 5
The molecule C20H19ClFN3O4S, computed with ωB97M-V/def2-TZVPD.

Geometry as ORCA input:
```
! wB97M-V def2-TZVPD RIJCOSX def2/J DEFGRID3
* xyz 0 1
C -5.842 -0.521 -3.133
C -4.567 -0.679 -2.364
C -3.583 0.302 -2.406
C -2.416 0.174 -1.680
C -2.209 -0.944 -0.874
N -1.028 -0.995 -0.116
C -0.508 -2.246 0.379
C 1.022 -2.269 0.492
O 1.569 -3.178 1.072
N 1.647 -1.252 -0.150
C 3.003 -0.921 -0.111
C 3.986 -1.800 0.336
C 5.311 -1.407 0.329
C 5.660 -0.149 -0.126
F 6.956 0.213 -0.132
C 4.687 0.739 -0.571
Cl 5.125 2.311 -1.127
C 3.360 0.349 -0.561
S -0.696 0.381 0.804
O 0.006 1.314 -0.035
O -0.052 -0.056 2.001
C -2.284 1.047 1.188
C -3.254 0.450 2.045
C -3.136 -0.839 2.760
N -4.301 1.223 2.122
O -4.067 2.317 1.355
C -2.860 2.228 0.792
C -2.381 3.321 -0.080
C -3.184 -1.934 -0.831
C -4.342 -1.799 -1.575
H -6.563 0.046 -2.543
H -5.670 0.020 -4.061
H -6.280 -1.488 -3.363
H -3.729 1.175 -3.026
H -1.649 0.930 -1.727
H -0.787 -3.041 -0.318
H -0.894 -2.502 1.374
H 1.059 -0.524 -0.537
H 3.707 -2.776 0.696
H 6.087 -2.072 0.673
H 2.595 1.040 -0.883
H -3.837 -0.863 3.589
H -2.116 -0.958 3.123
H -3.370 -1.659 2.083
H -2.511 4.278 0.422
H -2.965 3.344 -1.000
H -1.333 3.159 -0.314
H -3.045 -2.814 -0.221
H -5.089 -2.578 -1.530
*
```

**Gap between HOMO and LUMO**: 9.02 eV
**Energy relative to the best compared isomer or geometry (same formula, charge and spin)**: 2.1 kcal/mol
**Strongest force on any atom**: 1.4 eV/Å

Record 6
A structure of composition C52H110N2O24, computed with ωB97M-V/def2-TZVPD.

Geometry as ORCA input:
```
! wB97M-V def2-TZVPD RIJCOSX def2/J DEFGRID3
* xyz 0 1
C 7.719 10.058 15.121
C 7.294 11.054 15.965
C 7.917 11.261 17.194
C 8.917 10.419 17.646
C 9.364 9.381 16.820
C 8.775 9.234 15.517
N 9.571 10.592 19.007
O 8.919 11.326 19.755
O 10.559 9.953 19.341
H 7.238 9.760 14.202
H 6.423 11.620 15.672
H 7.575 12.070 17.823
H 10.197 8.754 17.102
H 9.031 8.404 14.875
C 11.570 3.133 6.309
C 12.846 3.616 6.483
C 13.141 4.455 7.507
C 12.093 4.937 8.368
C 10.801 4.411 8.202
C 10.558 3.490 7.199
N 12.358 5.925 9.456
O 11.452 6.529 10.000
O 13.520 5.957 9.813
H 11.287 2.691 5.365
H 13.527 3.587 5.646
H 14.141 4.818 7.691
H 10.028 4.713 8.892
H 9.590 3.089 6.941
C 14.368 5.609 17.471
O 13.000 5.331 17.090
C 12.733 4.017 16.697
C 12.199 3.931 15.271
O 13.039 4.539 14.365
C 12.526 4.456 13.030
H 15.103 5.367 16.703
H 14.574 5.087 18.405
H 14.493 6.663 17.721
H 11.955 3.598 17.336
H 13.550 3.304 16.811
H 11.223 4.412 15.208
H 12.081 2.869 15.055
H 12.481 3.424 12.684
H 13.123 5.039 12.328
H 11.489 4.773 12.921
C 11.207 8.352 13.742
O 10.222 7.932 12.801
C 10.523 6.615 12.331
C 9.520 6.199 11.232
O 8.174 6.007 11.665
C 7.238 5.808 10.644
H 10.853 9.254 14.242
H 12.026 8.743 13.138
H 11.534 7.553 14.407
H 10.559 5.887 13.142
H 11.492 6.705 11.840
H 9.813 5.353 10.610
H 9.521 7.077 10.586
H 7.273 6.579 9.874
H 6.211 5.871 11.004
H 7.414 4.885 10.091
C 5.116 4.670 9.563
O 6.131 3.703 9.563
C 7.169 3.906 8.622
C 8.390 2.912 8.906
O 9.134 3.450 10.047
C 8.628 3.115 11.314
H 5.419 5.648 9.937
H 4.183 4.336 10.015
H 4.878 4.978 8.545
H 7.650 4.879 8.719
H 6.747 3.807 7.622
H 9.116 2.918 8.092
H 8.074 1.895 9.134
H 9.269 3.598 12.051
H 8.564 2.036 11.457
H 7.692 3.609 11.576
C 14.873 6.813 7.149
O 13.615 7.503 7.468
C 13.742 8.288 8.713
C 12.312 8.824 9.078
O 12.268 9.048 10.483
C 10.917 8.998 11.058
H 14.961 6.648 6.075
H 14.845 5.880 7.711
H 15.661 7.482 7.494
H 14.430 9.099 8.476
H 14.189 7.764 9.558
H 11.691 7.947 8.895
H 12.055 9.683 8.457
H 10.220 9.670 10.556
H 11.003 9.441 12.050
H 10.499 7.992 11.025
C 10.637 6.656 16.160
O 10.908 7.968 15.777
C 12.260 8.406 16.002
C 12.322 9.879 15.562
O 12.246 10.162 14.162
C 13.413 9.658 13.412
H 10.422 6.633 17.228
H 11.398 5.925 15.887
H 9.661 6.346 15.785
H 13.005 7.864 15.419
H 12.407 8.225 17.067
H 13.252 10.244 15.997
H 11.539 10.436 16.076
H 13.264 8.584 13.296
H 14.379 9.797 13.897
H 13.370 10.153 12.442
C 13.261 6.288 11.294
O 13.850 6.875 12.493
C 14.682 8.036 12.223
C 15.648 8.284 13.408
O 16.006 9.641 13.371
C 17.017 9.900 14.317
H 12.589 5.460 11.522
H 14.077 5.989 10.635
H 12.684 7.103 10.857
H 14.027 8.879 12.000
H 15.304 7.884 11.341
H 16.537 7.662 13.308
H 15.159 8.125 14.369
H 17.915 9.385 13.977
H 16.735 9.533 15.304
H 17.299 10.952 14.335
C 3.681 7.024 8.514
O 5.009 7.344 8.018
C 5.641 8.343 8.859
C 7.050 8.628 8.385
O 7.743 7.381 8.444
C 9.028 7.390 7.853
H 3.108 6.453 7.784
H 3.040 7.812 8.910
H 3.814 6.497 9.459
H 5.685 7.889 9.849
H 5.108 9.279 9.027
H 7.482 9.396 9.026
H 7.055 8.955 7.345
H 9.496 6.408 7.935
H 9.651 8.151 8.324
H 8.985 7.585 6.782
C 3.206 5.379 16.201
O 3.358 5.933 14.936
C 2.435 5.375 13.933
C 2.665 6.135 12.631
O 3.953 5.714 12.105
C 4.512 6.268 10.951
H 3.418 4.310 16.168
H 2.183 5.611 16.497
H 3.962 5.790 16.870
H 1.406 5.446 14.286
H 2.723 4.326 13.871
H 2.719 7.191 12.898
H 1.893 6.043 11.867
H 3.922 6.309 10.036
H 5.340 5.637 10.628
H 4.966 7.241 11.140
C 13.863 1.575 13.282
O 14.562 2.073 12.183
C 13.919 2.066 10.890
C 12.876 3.174 10.657
O 11.755 3.207 11.507
C 10.719 4.161 11.258
H 14.194 0.555 13.480
H 12.774 1.586 13.225
H 14.138 2.207 14.126
H 13.525 1.063 10.730
H 14.706 2.171 10.143
H 12.578 3.156 9.608
H 13.326 4.154 10.814
H 11.186 5.127 11.452
H 9.876 3.932 11.910
H 10.277 4.098 10.263
C 7.188 7.288 12.668
O 6.477 7.972 13.643
C 5.192 7.331 13.938
C 4.475 8.125 15.041
O 5.155 7.872 16.272
C 4.502 8.355 17.454
H 6.582 7.264 11.762
H 7.503 6.288 12.965
H 8.097 7.874 12.532
H 5.398 6.347 14.358
H 4.471 7.237 13.126
H 3.445 7.769 15.047
H 4.418 9.134 14.632
H 5.144 7.926 18.224
H 3.536 7.852 17.513
H 4.383 9.439 17.463
*
```

**Gap between HOMO and LUMO**: 6.28 eV
**Energy relative to the best compared isomer or geometry (same formula, charge and spin)**: 1379.3 kcal/mol
**Strongest force on any atom**: 15.6 eV/Å

Q: strongest force on any atom of number 3 (C2H3ClNOP)?
A: 3.3 eV/Å

Q: Which formula does entry 4 have?
A: C30H34F2N3

Q: Which of these has the highest strongest force on any atom?
A: C52H110N2O24